Computed, not measured: a structure of composition C20H45N2P3PmS2 in a non-equilibrium geometry, with wB97M-V/def2-TZVPD.

Results
Multiplicity: 5
Total charge: +3
E_HOMO (alpha / beta) (eV): -15.188 / -15.191
Frontier orbital gap (alpha / beta) (eV): 3.940 / 4.075
Relative energy (zero: lowest compared OMol25 entry of this formula, charge and spin) (eV): 1.8087
LUMO level (alpha / beta) (eV): -11.2 / -11.1

Cartesian coordinates (Å):
Pm1 -0.29446 1.18506 0.03453
P1 1.25191 -0.89964 1.53332
P2 1.91206 0.59801 -1.69733
P3 -2.52936 -0.10907 1.30941
H1 -1.03395 1.21558 -2.71551
C1 -1.66731 1.16355 -1.81389
C2 -1.97152 2.29714 -1.08025
H2 -1.48521 3.27045 -1.28551
C3 1.01261 -2.70351 1.30077
C4 3.08056 -0.85923 1.68401
C5 0.79756 -0.68733 3.30277
C6 1.82154 1.34519 -3.37168
C7 3.45761 1.37651 -1.07629
C8 2.45826 -1.11139 -2.08129
C9 -4.22159 0.09000 0.61931
C10 -2.84089 0.48841 3.02321
C11 -2.55624 -1.92378 1.57716
H3 -2.22507 0.21632 -1.71824
H4 -2.85040 2.38195 -0.41869
H5 1.53644 -3.26547 2.08695
H6 1.40698 -2.99553 0.31935
H7 -0.05300 -2.95655 1.31805
H8 3.37808 -1.36016 2.61550
H9 3.43849 0.17698 1.71235
H10 3.55650 -1.36538 0.83563
H11 1.48040 -1.28829 3.91884
H12 -0.23541 -1.00657 3.48944
H13 0.90059 0.37191 3.58429
H14 2.79165 1.79264 -3.62370
H15 1.05944 2.13579 -3.37056
H16 1.54964 0.59168 -4.12154
H17 4.03897 0.67042 -0.47167
H18 3.20343 2.25145 -0.46077
H19 4.04946 1.70778 -1.93911
H20 3.17728 -1.08313 -2.91117
H21 1.59048 -1.71984 -2.37087
H22 2.92627 -1.57882 -1.20688
H23 -4.87450 -0.69345 1.02567
H24 -4.18795 -0.00078 -0.47190
H25 -4.62396 1.07407 0.88404
H26 -3.45056 -0.24593 3.56929
H27 -3.37689 1.44542 2.97499
H28 -1.89539 0.64293 3.56035
H29 -3.57250 -2.21097 1.87782
H30 -1.84752 -2.22245 2.35788
H31 -2.29682 -2.43238 0.63962
C12 -1.04990 -3.01126 -3.50132
C13 -1.71929 -4.11953 -4.28092
C14 -1.05298 -4.30907 -5.60372
C15 -0.38895 -3.27790 -6.21062
C16 -0.14846 -2.05110 -5.53133
C17 -0.45783 -1.92752 -4.17645
S1 -0.96868 -3.39558 -1.90661
H32 -1.63549 -4.94500 -3.54676
H33 -2.78799 -3.89304 -4.43997
H34 -1.19245 -5.27059 -6.09910
H35 -0.01801 -3.37305 -7.23724
H36 0.33256 -1.22341 -6.05753
H37 -0.16852 -1.04980 -3.59579
C18 -0.80586 3.75466 4.20457
N1 -0.27515 4.09174 2.88304
C19 0.70476 3.41778 2.26601
S2 0.90250 3.58796 0.55523
N2 1.55625 2.63078 3.00392
C20 2.10996 3.11910 4.27481
H38 -0.79114 2.67123 4.38790
H39 -1.84160 4.10230 4.24221
H40 -0.23750 4.27445 4.98343
H41 -0.91582 4.55705 2.23327
H42 2.26557 2.19165 2.40552
H43 3.05726 2.60298 4.44500
H44 2.30471 4.19964 4.25512
H45 1.43633 2.87592 5.09965

Now the Mulliken charges, all in e:
1. Pm 0.579
2. P 0.605
3. P 0.860
4. P 0.705
5. H 0.425
6. C -0.193
7. C -0.511
8. H 0.413
9. C -1.176
10. C -1.330
11. C -0.825
12. C -1.144
13. C -1.173
14. C -0.900
15. C -1.208
16. C -1.189
17. C -1.247
18. H 0.100
19. H 0.301
20. H 0.443
21. H 0.331
22. H 0.275
23. H 0.521
24. H 0.291
25. H 0.405
26. H 0.511
27. H 0.299
28. H 0.033
29. H 0.501
30. H 0.320
31. H 0.270
32. H 0.316
33. H 0.292
34. H 0.485
35. H 0.489
36. H -0.015
37. H 0.253
38. H 0.464
39. H 0.356
40. H 0.411
41. H 0.426
42. H 0.444
43. H 0.179
44. H 0.559
45. H 0.375
46. H 0.109
47. C 0.361
48. C -0.893
49. C -0.492
50. C -0.403
51. C -0.439
52. C 0.091
53. S -0.360
54. H 0.431
55. H 0.308
56. H 0.414
57. H 0.396
58. H 0.398
59. H 0.245
60. C -1.025
61. N -0.108
62. C 0.225
63. S -0.263
64. N 0.105
65. C -1.050
66. H 0.334
67. H 0.372
68. H 0.370
69. H 0.337
70. H 0.113
71. H 0.378
72. H 0.367
73. H 0.355

Computed, not measured: a structure of composition C42H29Br3N6NiO2P2Se2, with wB97M-V/def2-TZVPD.

Results
Multiplicity: 3
Total charge: 0
E_HOMO (alpha / beta) (eV): -7.568 / -7.573
Frontier orbital gap (alpha / beta) (eV): 7.146 / 7.136
Relative energy (zero: lowest compared OMol25 entry of this formula, charge and spin) (eV): 0.0000
LUMO level (alpha / beta) (eV): -0.4 / -0.4

Cartesian coordinates (Å):
Ni1 1.41756 2.39838 -0.80002
Br1 5.02238 3.41986 4.69622
C1 4.13623 3.31646 3.04039
C2 4.80680 2.86478 1.92103
C3 4.10161 2.79730 0.73403
N1 2.82375 3.13727 0.62418
C4 2.18900 3.57862 1.71818
C5 2.80920 3.68896 2.94870
C6 0.75224 3.91953 1.54943
C7 0.16617 4.95183 2.26271
C8 -1.16076 5.24232 2.01043
Br2 -1.99722 6.65027 2.93903
C9 -1.86497 4.51816 1.07054
C10 -1.19124 3.51148 0.40384
N2 0.08022 3.20800 0.63993
H1 5.84298 2.55780 1.96605
H2 4.59072 2.45145 -0.16794
H3 2.25966 4.01137 3.82228
H4 0.73880 5.53470 2.97132
H5 -2.89750 4.73961 0.84585
H6 -1.68608 2.91895 -0.35766
Se1 -0.55100 -1.84726 4.69991
P1 -0.88584 -1.91226 2.62963
C11 -0.46112 -3.53792 1.91697
C12 -1.31827 -4.33830 1.16881
C13 -0.88262 -5.57133 0.69108
C14 0.40102 -6.01287 0.97037
C15 1.25817 -5.22076 1.72687
C16 0.83234 -3.98855 2.19586
C17 -2.61910 -1.54421 2.28210
C18 -3.58918 -2.46738 2.67600
C19 -4.93391 -2.14798 2.56168
C20 -5.31446 -0.89524 2.08931
C21 -4.34938 0.03593 1.73360
C22 -3.00315 -0.28894 1.82329
C23 0.11185 -0.72755 1.67505
C24 0.19708 -0.20320 0.37417
N3 1.27041 0.63195 0.37308
N4 1.83105 0.58981 1.57376
N5 1.15543 -0.20626 2.36898
P2 -0.53206 -0.45593 -1.25042
Se2 -0.12953 1.25173 -2.47731
C25 -2.30884 -0.80083 -1.20626
C26 -3.22192 0.20711 -1.50525
C27 -4.58337 -0.07028 -1.50730
C28 -5.03203 -1.35190 -1.21915
C29 -4.12297 -2.36108 -0.92968
C30 -2.76459 -2.08828 -0.92431
C31 0.19320 -1.99317 -1.88028
C32 1.32162 -2.54118 -1.27881
C33 1.88215 -3.70567 -1.79198
C34 1.30799 -4.33053 -2.88967
C35 0.18544 -3.78084 -3.49601
C36 -0.36707 -2.61053 -2.99996
H7 -2.33411 -4.01936 0.97731
H8 -1.55630 -6.18949 0.10712
H9 0.73189 -6.97936 0.60618
H10 2.25951 -5.56861 1.95940
H11 1.48547 -3.37102 2.80450
H12 -3.28673 -3.41688 3.10214
H13 -5.68650 -2.86659 2.86714
H14 -6.36578 -0.64305 2.00981
H15 -4.64466 1.02015 1.38562
H16 -2.24722 0.44084 1.55242
H17 -2.85848 1.19534 -1.75871
H18 -5.29144 0.71295 -1.75202
H19 -6.09488 -1.56749 -1.22052
H20 -4.47271 -3.36359 -0.70823
H21 -2.05242 -2.87645 -0.72496
H22 1.75882 -2.07037 -0.40549
H23 2.76862 -4.12154 -1.32636
H24 1.72905 -5.25491 -3.26790
H25 -0.25756 -4.26276 -4.35974
H26 -1.22481 -2.16555 -3.48953
Br3 3.85758 -0.08583 -1.87919
C37 3.81119 1.57459 -2.78356
C38 4.67705 1.77889 -3.83913
C39 4.62843 3.00643 -4.48431
C40 3.72641 3.96113 -4.04990
C41 2.89907 3.65948 -2.98468
N6 2.94165 2.47509 -2.35149
C42 1.88288 4.68504 -2.48135
O1 1.92853 5.79963 -2.98140
O2 1.08295 4.23631 -1.58531
H27 5.36321 0.99921 -4.13821
H28 5.29613 3.20460 -5.31366
H29 3.62824 4.93979 -4.49868

Now the Mulliken charges, all in e:
1. Ni 0.633
2. Br -0.157
3. C -0.160
4. C -0.961
5. C -0.250
6. N 0.477
7. C 0.857
8. C -0.947
9. C 0.621
10. C -0.794
11. C -0.219
12. Br -0.161
13. C -0.880
14. C -0.524
15. N 0.726
16. H 0.458
17. H 0.358
18. H 0.537
19. H 0.603
20. H 0.481
21. H 0.401
22. Se -0.365
23. P -0.131
24. C 0.666
25. C 0.023
26. C -0.661
27. C -0.545
28. C -0.784
29. C -0.504
30. C 0.361
31. C -0.346
32. C -0.905
33. C -0.699
34. C -0.399
35. C -0.117
36. C 0.847
37. C -0.521
38. N 1.148
39. N -0.498
40. N -0.809
41. P 1.326
42. Se -0.461
43. C -0.071
44. C -0.549
45. C -0.991
46. C -0.519
47. C -0.841
48. C -0.583
49. C 0.022
50. C -0.409
51. C -1.097
52. C -0.595
53. C -0.800
54. C -0.143
55. H 0.285
56. H 0.417
57. H 0.405
58. H 0.426
59. H 0.447
60. H 0.536
61. H 0.421
62. H 0.449
63. H 0.496
64. H 0.454
65. H 0.268
66. H 0.446
67. H 0.423
68. H 0.492
69. H 0.871
70. H 0.922
71. H 0.493
72. H 0.425
73. H 0.427
74. H 0.526
75. Br 0.000
76. C -0.042
77. C -0.743
78. C -0.380
79. C -0.716
80. C 0.634
81. N 0.272
82. C 0.099
83. O -0.760
84. O -0.584
85. H 0.468
86. H 0.419
87. H 0.551